Record 1
Computed, not measured: C33H46Cl3N3P2PdSSiTe as an isolated structure in a non-equilibrium geometry, with ωB97M-V/def2-TZVPD.

Each line ends with the Mulliken spin population.
CARTESIAN COORDINATES (ANGSTROEM)
Pd 9.367 14.068 12.334  1.02
C 7.860 14.280 15.282  0.17
C 9.062 15.157 15.576  -0.03
C 8.651 16.320 16.452  0.01
P 9.642 15.600 13.914  0.10
C 8.864 17.245 13.402  -0.02
C 7.636 17.062 12.475  0.01
C 9.901 18.220 12.784  0.02
C 11.434 15.669 13.901  -0.11
C 12.092 16.020 15.095  -0.04
C 13.451 15.801 15.200  0.00
C 14.115 15.556 16.546  0.00
C 14.264 15.707 13.996  0.00
C 13.596 15.404 12.832  0.03
C 12.168 15.191 12.786  0.09
N 11.568 14.502 11.753  0.21
C 12.256 13.389 11.225  0.03
C 12.977 12.567 12.166  0.04
C 13.918 11.677 11.742  -0.01
C 14.128 11.571 10.343  0.06
C 15.292 10.870 9.727  0.00
C 13.155 12.081 9.456  -0.05
C 12.215 13.028 9.833  0.02
P 11.192 13.912 8.709  0.23
C 11.869 15.417 7.897  -0.02
C 11.185 16.657 8.543  0.10
C 13.416 15.407 8.002  0.02
C 10.847 12.633 7.371  0.05
C 10.714 11.144 7.701  0.05
C 11.600 12.878 6.044  0.03
H 7.276 14.054 16.210  0.01
H 8.158 13.337 14.890  -0.03
H 7.286 14.716 14.473  -0.03
H 9.790 14.491 16.083  0.01
H 9.352 17.132 16.628  0.00
H 8.466 16.010 17.474  0.00
H 7.726 16.736 16.098  0.00
H 8.562 17.706 14.448  0.00
H 7.390 18.090 12.091  0.00
H 6.821 16.648 13.059  -0.01
H 7.929 16.426 11.654  0.08
H 9.644 19.269 13.082  0.00
H 9.932 18.156 11.722  0.00
H 10.969 18.097 13.035  0.00
H 11.520 16.480 15.944  0.00
H 14.809 14.731 16.467  0.00
H 13.366 15.318 17.364  0.00
H 14.640 16.522 16.768  0.00
H 15.314 15.614 13.953  0.00
H 14.081 15.228 11.866  0.00
H 12.728 12.751 13.215  0.00
H 14.577 11.043 12.410  0.00
H 15.028 9.853 9.361  0.00
H 16.091 10.744 10.470  0.00
H 15.725 11.359 8.829  0.00
H 13.264 11.884 8.360  -0.01
H 11.593 15.419 6.803  0.00
H 11.579 16.800 9.544  -0.03
H 10.109 16.637 8.527  0.00
H 11.423 17.578 7.991  0.00
H 13.807 15.410 9.049  0.00
H 13.840 16.260 7.501  0.00
H 13.854 14.491 7.579  -0.01
H 9.778 12.821 7.098  0.01
H 11.519 10.463 7.377  0.00
H 9.733 10.677 7.380  0.00
H 10.621 11.034 8.841  -0.02
H 12.700 12.698 6.123  0.00
H 11.408 13.903 5.696  0.00
H 11.251 12.146 5.364  -0.01
Cl 9.751 10.690 11.086  0.03
Si 8.597 11.711 12.547  0.32
Cl 6.628 11.129 12.320  0.04
Cl 9.431 10.993 14.344  0.05
Te 8.947 14.405 9.726  1.58
N 6.234 10.549 5.107  0.00
C 6.646 9.316 5.543  0.00
N 7.835 8.814 5.433  0.00
C 7.900 7.554 6.026  0.00
C 9.052 6.848 6.331  0.00
C 8.949 5.588 6.903  0.00
C 7.705 5.153 7.294  0.00
C 6.542 5.862 7.169  0.00
C 6.604 7.098 6.518  0.00
S 5.368 8.241 6.215  0.00
H 7.103 11.127 4.877  0.00
H 5.492 11.029 5.564  0.00
H 9.995 7.304 6.137  0.00
H 9.879 4.981 7.125  0.00
H 7.506 4.209 7.760  0.00
H 5.586 5.513 7.651  0.00

Atomic forces in eV per Å
Pd -0.12 -1.39 -1.53
C -0.85 -0.16 1.06
C 0.18 -0.48 0.55
C 0.17 0.17 0.94
P 0.81 0.80 -0.76
C 0.46 0.86 2.29
C 0.89 1.55 0.89
C 0.30 0.78 0.99
C 0.27 0.68 0.12
C 0.12 0.30 -0.16
C 1.64 -0.16 -0.24
C -0.79 1.79 0.36
C -3.17 -0.99 0.71
C -1.26 0.00 -0.95
C 0.52 0.14 1.09
N -0.77 -0.31 -0.51
C -0.29 -0.20 0.55
C -1.08 0.91 -0.34
C 1.32 -0.82 -0.77
C -1.25 -0.13 -0.88
C 0.68 -1.20 -0.30
C 1.47 -0.06 -0.61
C 1.30 0.78 2.55
P 1.11 -1.76 -1.80
C 0.48 0.37 -0.43
C 1.28 0.47 -0.70
C 0.04 -0.37 0.78
C -1.19 0.40 -1.34
C -0.82 -1.22 2.63
C 0.98 0.48 1.22
H 0.14 0.47 -0.81
H 0.44 -0.79 -0.18
H -0.80 0.23 0.21
H 0.06 0.68 -0.41
H 0.39 0.11 -0.63
H -0.28 -0.56 0.20
H -0.47 0.34 -0.20
H 0.31 -0.74 -2.20
H -0.13 -1.04 0.27
H -0.32 -0.10 -0.31
H -0.25 -0.23 -0.33
H 0.08 -0.83 -0.44
H -0.42 -0.05 -1.05
H -0.58 -0.30 0.51
H 0.57 -1.03 -0.67
H 0.29 -0.07 0.08
H 0.87 0.41 -1.01
H -0.04 -1.04 0.48
H 1.10 0.23 0.54
H 0.28 0.02 0.53
H 0.35 -0.19 -0.30
H -0.94 1.03 -0.61
H 0.05 0.42 0.35
H -0.08 0.01 -0.26
H -0.37 0.12 0.68
H 0.02 0.00 1.09
H 0.18 -0.25 1.18
H -0.24 -0.06 0.39
H -0.35 -0.36 0.19
H 0.31 -0.28 -0.05
H -0.66 0.15 -0.56
H 0.20 0.42 -0.28
H -0.28 0.26 -0.16
H 0.55 0.63 0.24
H -0.08 0.56 0.02
H 1.11 0.78 -0.18
H 0.43 0.01 -1.67
H -0.73 0.33 0.11
H 0.20 -0.57 -0.27
H -0.51 -0.52 -1.04
Cl -0.56 -0.13 0.59
Si 1.34 0.53 -0.72
Cl 0.21 -0.06 0.19
Cl -0.41 -0.06 -0.22
Te -3.47 0.20 1.25
N 3.19 0.69 -1.15
C -0.66 -0.82 0.12
N -0.56 0.72 0.43
C -2.17 0.22 0.82
C -0.34 -0.28 -0.30
C 1.37 -0.14 0.32
C -0.61 -1.34 0.57
C -1.63 1.43 -0.03
C 1.98 -1.06 -0.15
S 0.62 0.74 -0.25
H -2.03 -0.82 0.42
H -0.29 0.10 0.38
H 0.58 0.15 -0.35
H -1.32 0.80 -0.33
H 0.73 -0.62 0.27
H 1.18 0.27 -0.76

- lowest unoccupied orbital energy (spin up / spin down) (eV) = 0.268 / -1.922
- charge = 0
- E (eV) = -125068.2437
- multiplicity = 5
- expectation value of S² = 6.02

Record 2
Computed, not measured: a 3-piece molecular cluster, C4H16NO2 overall in a non-equilibrium geometry, with ωB97M-V/def2-TZVPD.

Each line ends with the Mulliken spin population.
CARTESIAN COORDINATES (ANGSTROEM)
C 0.689 -1.265 -0.053  0.38
C -0.822 -1.307 -0.024  0.19
C -1.361 -1.821 1.323  -0.02
C -1.335 0.115 -0.358  0.22
N 1.148 -0.726 -1.458  1.18
H 1.227 -0.637 0.760  0.06
H 1.084 -2.308 0.075  -0.16
H -1.191 -2.037 -0.771  -0.07
H -1.469 -0.859 1.979  0.00
H -2.361 -2.145 1.118  0.00
H -0.841 -2.551 1.976  0.00
H -0.671 0.899 0.073  0.09
H -2.369 0.377 0.079  0.02
H -1.512 0.330 -1.348  -0.21
H 2.099 -0.908 -1.695  -0.65
H 0.701 -1.142 -2.366  -0.51
H 0.944 0.260 -1.377  0.38
H 0.976 2.219 -1.668  0.10
H 1.097 2.073 0.033  0.13
O 1.103 1.769 -0.846  -0.25
H 1.149 3.896 1.133  -0.05
H 0.994 2.753 2.175  -0.04
O 0.720 3.015 1.242  0.21

Atomic forces in eV per Å
C 1.82 -1.00 -0.29
C -0.10 0.08 -0.03
C -0.03 2.79 1.62
C -1.64 0.50 3.64
N -1.87 -2.27 0.69
H -1.24 -0.77 -1.45
H -0.15 0.94 -0.32
H 0.51 0.51 0.04
H 0.10 -1.72 -0.79
H -0.63 -0.37 0.26
H 0.10 0.21 -1.03
H -0.57 -0.79 -0.38
H 1.30 -0.87 -0.21
H 0.26 0.20 -2.58
H 1.73 0.11 0.23
H -0.32 0.20 0.99
H 0.38 1.16 -0.35
H -0.12 1.38 0.07
H -0.31 2.12 1.39
O 0.88 -2.81 -2.52
H -0.45 -0.83 -0.03
H -0.60 0.45 -1.67
O 0.97 0.80 2.73

- lowest unoccupied orbital energy (spin up / spin down) (eV) = 0.076 / -0.010
- charge = 0
- E (eV) = -9988.1903
- multiplicity = 2
- expectation value of S² = 0.75

Record 3
Computed, not measured: a 2-piece molecular cluster, CH5S2 overall in a non-equilibrium geometry, with ωB97M-V/def2-TZVPD.

Each line ends with the natural charge from an NBO analysis.
CARTESIAN COORDINATES (ANGSTROEM)
S 1.216 0.469 2.594  -0.99
H 0.933 -0.772 3.229  0.10
C -0.428 0.301 -1.309  -0.77
S -0.198 -1.250 -0.551  -0.18
H 0.159 0.439 -2.187  0.19
H -0.517 1.227 -0.784  0.23
H -1.479 0.252 -1.683  0.19
H 0.314 -0.666 0.692  0.22

Atomic forces in eV per Å
S -0.48 -1.56 0.47
H 0.33 1.45 -0.72
C -2.82 0.57 -1.78
S 1.12 -0.16 2.56
H 0.79 0.18 -0.55
H 0.78 0.23 1.19
H 0.51 0.03 -0.25
H -0.23 -0.75 -0.91

- lowest unoccupied orbital energy (eV) = 3.684
- charge = -1
- E (eV) = -22789.1021

Record 4
Computed, not measured: C20H18N6O2PdS as an isolated structure in a non-equilibrium geometry, with ωB97M-V/def2-TZVPD.

Each line ends with the natural charge from an NBO analysis.
CARTESIAN COORDINATES (ANGSTROEM)
Pd 0.701 0.112 -0.544  0.89
O -1.416 3.138 -1.960  -0.48
C -0.985 2.011 -1.956  0.63
N -1.343 1.013 -1.059  -0.52
C -2.583 0.855 -0.565  0.25
C -3.650 1.761 -0.722  -0.27
C -4.921 1.469 -0.256  -0.07
C -5.199 0.254 0.378  -0.13
C -4.198 -0.683 0.533  -0.23
C -2.880 -0.410 0.109  0.34
N -1.943 -1.324 0.217  -0.34
C -0.692 -1.387 0.552  0.56
O 0.247 -1.948 -0.050  -0.63
C -0.413 -0.748 1.912  0.12
C -1.037 -1.097 3.098  -0.22
C -0.701 -0.375 4.237  -0.12
C 0.217 0.661 4.131  -0.22
C 0.782 0.943 2.896  0.06
N 0.478 0.241 1.807  -0.45
C -0.035 1.495 -3.016  0.09
C 0.030 2.139 -4.248  -0.17
C 0.738 1.533 -5.277  -0.12
C 1.359 0.314 -5.048  -0.20
C 1.306 -0.231 -3.770  0.07
N 0.623 0.350 -2.795  -0.42
H -3.444 2.706 -1.206  0.28
H -5.704 2.198 -0.396  0.26
H -6.199 0.044 0.723  0.26
H -4.393 -1.651 0.969  0.26
H -1.748 -1.908 3.113  0.25
H -1.159 -0.603 5.188  0.25
H 0.487 1.255 4.990  0.26
H 1.487 1.750 2.765  0.22
H -0.486 3.079 -4.382  0.27
H 0.791 1.996 -6.252  0.25
H 1.883 -0.204 -5.837  0.26
H 1.817 -1.158 -3.534  0.23
C 3.986 -2.975 1.739  -0.45
N 3.435 -2.052 0.770  -0.52
C 3.551 -0.741 0.848  0.36
N 4.065 -0.139 1.914  -0.75
S 3.110 0.235 -0.514  -0.09
H 3.795 -3.994 1.418  0.25
H 3.536 -2.834 2.724  0.21
H 5.067 -2.840 1.810  0.23
H 2.962 -2.440 -0.039  0.45
H 4.446 -0.667 2.685  0.42
H 4.231 0.857 1.900  0.44

Atomic forces in eV per Å
Pd 1.34 3.15 -1.84
O 0.32 -0.58 -0.02
C 0.05 1.43 -0.84
N -1.33 -1.78 1.95
C 2.62 1.09 -1.09
C -1.86 0.86 -0.07
C 2.05 1.64 -1.27
C 1.06 -2.62 0.85
C -2.47 0.45 0.02
C 2.57 -2.24 0.03
N -3.78 1.05 0.26
C 2.23 -1.04 0.59
O -1.26 -1.30 0.85
C -0.20 -0.03 -0.01
C 0.19 0.13 -0.19
C 0.10 0.08 -0.16
C -0.04 -0.09 -0.13
C 0.17 0.14 0.02
N -0.20 -0.40 -1.10
C -0.22 0.41 -0.70
C -0.11 -0.20 0.45
C 0.07 -0.14 0.03
C -0.17 0.17 0.18
C 0.33 -0.28 -0.15
N 0.07 0.16 1.91
H -0.12 -0.07 0.08
H -0.06 0.07 0.00
H -0.06 -0.07 0.10
H 0.01 0.01 0.09
H -0.10 -0.07 0.06
H -0.02 -0.05 0.07
H 0.02 0.04 0.04
H 0.05 0.08 0.01
H -0.05 0.02 0.00
H 0.00 0.04 -0.03
H 0.05 -0.03 0.03
H -0.05 0.14 0.05
C 0.14 -0.18 0.41
N -0.05 0.20 0.03
C -0.20 -0.39 -0.14
N 0.19 -0.32 0.07
S -1.33 0.34 -0.39
H -0.05 0.05 -0.02
H -0.03 -0.03 -0.01
H 0.00 -0.02 0.02
H 0.12 0.32 0.10
H 0.06 0.00 0.00
H -0.07 -0.13 -0.13

- lowest unoccupied orbital energy (spin up / spin down) (eV) = -8.677 / -8.679
- charge = +2
- E (eV) = -48366.7996

Record 5
Computed, not measured: one molecule with the formula C5H4F6O2S in a non-equilibrium geometry, with ωB97M-V/def2-TZVPD.

Each line ends with the natural charge from an NBO analysis.
CARTESIAN COORDINATES (ANGSTROEM)
C 1.425 0.673 0.144  -0.06
C 0.127 0.911 0.290  -0.33
C 2.002 -0.642 0.526  -0.68
C -0.694 2.017 -0.180  0.94
C -1.074 -1.593 -0.805  0.76
O -2.376 0.181 0.795  -0.89
O -0.837 -1.386 1.848  -0.89
F -1.547 1.645 -1.076  -0.29
F 0.141 2.982 -0.722  -0.34
F -1.365 2.658 0.781  -0.31
F -2.312 -1.770 -1.353  -0.31
F -0.348 -0.862 -1.708  -0.33
F -0.532 -2.742 -0.568  -0.28
S -1.149 -0.498 0.780  2.03
H 2.010 1.446 -0.435  0.25
H 3.127 -0.630 0.568  0.24
H 1.751 -1.319 -0.280  0.24
H 1.652 -1.071 1.396  0.25

Atomic forces in eV per Å
C -0.40 0.94 -0.49
C -0.64 -2.93 1.12
C 2.65 0.68 -1.98
C 1.30 2.71 0.32
C -1.28 2.07 -1.08
O -1.79 0.47 -0.03
O 0.89 -0.11 0.22
F -0.93 -0.10 -1.76
F -0.47 -0.62 -0.02
F 0.02 -0.05 0.36
F 1.34 0.17 0.91
F -0.39 -1.15 0.42
F 0.47 -0.62 -0.01
S 1.71 0.22 -0.60
H -0.47 -0.89 1.03
H -1.13 0.15 -0.03
H 0.07 -0.39 -0.33
H -0.96 -0.56 1.94

- SMILES = C/C=C(/C(F)(F)F)S(=O)(=O)C(F)(F)F
- lowest unoccupied orbital energy (eV) = -0.174
- charge = 0
- E (eV) = -36482.9470

Record 6
Computed, not measured: C4H12IO2 as an isolated structure in a non-equilibrium geometry, with ωB97M-V/def2-TZVPD.

Each line ends with the natural charge from an NBO analysis.
CARTESIAN COORDINATES (ANGSTROEM)
I 1.560 1.730 -0.894  -0.59
C 0.368 -0.445 2.179  -0.64
C 0.590 1.071 2.182  -0.09
O 1.906 1.348 1.655  -0.79
H 0.606 -0.961 1.249  0.23
H -0.700 -0.613 2.316  0.19
H 1.053 -0.914 2.886  0.19
H 0.416 1.522 3.159  0.15
H -0.049 1.566 1.450  0.18
H 1.861 1.365 0.696  0.35
C -0.762 -1.461 -2.365  -0.64
C -1.192 -0.075 -1.817  -0.08
O -0.666 0.048 -0.546  -0.81
H -1.034 -1.643 -3.405  0.18
H -1.221 -2.316 -1.870  0.19
H 0.293 -1.718 -2.269  0.22
H -2.256 0.108 -1.665  0.16
H -0.927 0.838 -2.349  0.18
H 0.152 0.549 -0.592  0.41

Atomic forces in eV per Å
I 1.62 3.46 -7.48
C -0.09 0.27 0.02
C 1.54 -0.46 -2.12
O 0.24 -0.45 6.20
H 0.01 0.68 -0.30
H 0.00 -0.47 0.58
H -0.43 -0.03 0.59
H 0.34 -0.02 0.10
H -0.79 -0.11 0.23
H 0.43 -0.74 2.01
C -0.64 -0.18 -0.79
C 0.09 -0.27 0.58
O -2.22 -1.67 1.51
H 0.02 0.33 -0.36
H -0.50 0.34 0.59
H 0.22 0.85 0.03
H -0.54 -0.93 -0.48
H 0.68 -0.38 -0.97
H 0.04 -0.23 0.07

- lowest unoccupied orbital energy (eV) = 3.578
- charge = -1
- E (eV) = -16537.5760

Record 7
Computed, not measured: one molecule with the formula C9H13N in a non-equilibrium geometry, with ωB97M-V/def2-TZVPD.

Each line ends with the Mulliken spin population.
CARTESIAN COORDINATES (ANGSTROEM)
C 1.883 0.029 0.929  0.07
C -0.019 1.600 0.902  0.48
C -0.803 2.030 1.857  1.12
C 0.724 1.949 -0.307  0.03
C 0.651 0.404 0.339  0.15
C -0.388 -1.821 0.643  0.00
C 0.759 -1.259 -1.514  0.00
C -1.435 -0.201 -0.946  0.04
C -0.110 -0.710 -0.378  0.03
N 2.894 -0.260 1.386  0.00
H -1.173 1.376 2.628  0.01
H -1.114 3.061 1.899  0.00
H 0.203 2.096 -1.237  0.03
H 1.681 2.436 -0.217  0.03
H -0.840 -2.677 0.148  0.00
H -1.067 -1.470 1.417  0.00
H 0.535 -2.148 1.117  0.00
H 1.076 -0.457 -2.176  0.00
H 1.646 -1.746 -1.120  0.00
H 0.198 -1.984 -2.098  0.00
H -2.026 -1.043 -1.297  0.00
H -1.271 0.466 -1.788  0.00
H -2.008 0.328 -0.188  0.01

Atomic forces in eV per Å
C 0.65 -0.19 0.25
C 6.96 -3.84 -8.54
C -6.19 3.39 7.47
C -0.72 -2.13 1.81
C -1.19 2.84 -0.94
C 0.05 0.15 -0.13
C -0.09 0.06 0.20
C 0.32 0.07 0.10
C -0.05 -0.36 -0.19
N 0.44 -0.14 0.28
H -0.05 -0.01 0.11
H -0.06 0.07 0.09
H -0.19 0.08 -0.43
H 0.40 0.19 -0.05
H -0.07 -0.10 -0.04
H -0.10 0.02 0.12
H 0.06 -0.08 0.06
H 0.02 0.11 -0.11
H 0.15 -0.08 0.02
H -0.07 -0.15 -0.08
H -0.07 -0.09 -0.04
H -0.03 0.11 -0.09
H -0.17 0.08 0.12

- lowest unoccupied orbital energy (spin up / spin down) (eV) = 0.709 / -2.780
- charge = 0
- E (eV) = -11027.4337
- multiplicity = 3
- expectation value of S² = 2.01

Record 8
Computed, not measured: one molecule with the formula C4H7NOS in a non-equilibrium geometry, with ωB97M-V/def2-TZVPD.

Each line ends with the natural charge from an NBO analysis.
CARTESIAN COORDINATES (ANGSTROEM)
C 1.346 1.407 -0.606  -0.28
C 0.290 -0.796 0.459  -0.09
C -2.291 -0.267 0.248  -0.76
C 1.560 -1.440 -0.013  0.24
H 2.510 1.169 -0.634  0.20
H 1.079 2.417 -0.143  0.23
H 0.939 1.048 -1.606  0.20
H 0.008 -0.964 1.444  0.23
H -2.678 -0.719 1.231  0.22
H -1.774 0.759 0.324  0.25
H -2.949 -0.064 -0.377  0.21
N 2.586 -1.999 -0.060  -0.28
O 0.534 0.671 0.396  -0.58
S -1.160 -1.221 -0.663  0.22

Atomic forces in eV per Å
C -0.07 -1.59 0.57
C 1.44 2.69 -4.69
C 5.51 0.43 6.38
C 1.00 -1.53 1.55
H -2.41 0.43 0.59
H 0.81 -1.00 -1.80
H 0.41 1.38 0.91
H -0.10 -0.64 1.76
H 0.65 0.81 -1.50
H -0.79 -1.49 0.78
H -6.78 1.47 -5.26
N -2.05 1.29 -0.44
O 0.30 -1.21 0.79
S 2.08 -1.05 0.35

- SMILES = CO[C@H](C#N)SC
- lowest unoccupied orbital energy (eV) = 0.691
- charge = 0
- E (eV) = -18631.1051